{"formula": "C9H14FInNO6", "method": "ωB97M-V/def2-TZVPD", "homo_ha": -0.7002, "energy_ha": -1146.07128, "total_charge": 3, "largest_force_ha_per_bohr": 0.0624, "lumo_ha": -0.62967, "species": ["C", "C", "O", "O", "C", "O", "N", "C", "C", "F", "C", "C", "O", "O", "C", "C", "O", "H", "H", "H", "H", "H", "H", "H", "H", "H", "H", "H", "H", "H", "H", "In"], "positions_angstrom": [[2.8834, -1.6424, 0.8689], [3.3342, -1.9086, -0.6353], [2.5690, -1.2073, -1.6274], [2.4856, 0.0924, -1.4002], [1.0960, 0.5470, -1.5099], [0.6054, 0.6379, -2.5516], [0.5116, 0.8841, -0.2731], [1.0273, 2.2100, 0.1824], [1.9936, 2.0585, 1.4711], [3.2414, 1.6066, 1.0862], [-0.9836, 1.0011, -0.3532], [-1.6977, -0.3084, -0.7986], [-1.2129, -1.3812, -0.8396], [-3.0457, -0.1472, -1.2413], [-3.9159, -0.7926, -0.3390], [-4.3081, -0.2137, 1.0373], [-4.3690, -1.8593, -0.6934], [3.7631, -1.2517, 1.4400], [2.4925, -2.6063, 1.3010], [2.0720, -0.8868, 0.9926], [4.4492, -1.7319, -0.6907], [3.1619, -3.0012, -0.8472], [0.1962, 2.8873, 0.5101], [1.5844, 2.7113, -0.6608], [1.4928, 1.3253, 2.1469], [2.1190, 3.0727, 1.9249], [-1.2640, 1.8440, -1.0333], [-1.3521, 1.2696, 0.6735], [-5.3312, 0.2501, 0.9529], [-4.4040, -1.0434, 1.7728], [-3.6235, 0.5890, 1.3982], [-5.5707, -3.0051, -2.2641]], "forces_ev_per_a": [[0.137, 0.987, 0.553], [0.674, -1.629, 1.036], [-0.662, -0.435, 0.778], [0.206, 0.126, 1.709], [-0.790, -0.153, 0.248], [-0.289, -0.202, -1.172], [0.752, 2.651, -1.641], [0.700, 0.100, 0.075], [0.444, 0.087, 0.197], [-1.335, 0.014, 0.034], [-1.719, -0.852, 0.571], [-0.696, 0.497, -0.720], [0.883, -0.046, 0.363], [0.887, 0.651, 2.011], [-0.831, -0.842, 0.669], [0.127, 0.564, -0.485], [0.613, 1.196, 0.510], [-0.790, -0.480, -0.497], [0.401, 0.614, -0.702], [0.505, -0.642, -0.222], [-0.740, 0.257, -0.289], [0.149, 1.154, -0.669], [0.560, -0.882, -0.152], [-0.178, -0.457, 0.920], [0.574, 0.562, -0.320], [-0.247, -0.693, -0.419], [0.383, -0.586, 0.348], [0.331, -0.302, -0.878], [0.918, -0.400, -0.131], [0.229, 0.534, -0.625], [-0.489, -0.676, -0.279], [-0.707, -0.715, -0.821]], "nbo_charge": [-0.60, -0.14, 0.09, -0.02, 0.86, -0.32, -0.23, -0.28, 0.07, -0.28, -0.35, 0.79, -0.46, -0.53, 0.87, -0.75, -0.67, 0.28, 0.31, 0.22, 0.34, 0.31, 0.30, 0.29, 0.21, 0.27, 0.31, 0.29, 0.31, 0.29, 0.23, 0.99]}

{"formula": "C29H38N4O2P2Sn", "method": "ωB97M-V/def2-TZVPD", "homo_ha": [-0.4756, -0.4756], "energy_ha": -2393.46143, "total_charge": 2, "relative_energy_kj_mol": 13.1, "largest_force_ha_per_bohr": 0.0684, "lumo_ha": [-0.33567, -0.34026], "species": ["Sn", "C", "C", "C", "C", "C", "C", "C", "C", "C", "H", "H", "H", "H", "H", "H", "H", "H", "H", "H", "H", "H", "H", "H", "H", "P", "P", "N", "N", "N", "N", "C", "C", "C", "C", "C", "C", "C", "C", "C", "C", "C", "C", "C", "C", "C", "C", "C", "C", "H", "H", "H", "H", "H", "H", "H", "H", "H", "H", "H", "H", "H", "H", "H", "H", "H", "H", "H", "H", "C", "C", "O", "O", "H", "H", "H"], "positions_angstrom": [[-0.2322, 2.5754, 0.0181], [-1.6482, 1.9757, -3.3569], [-1.7674, 0.6612, -3.2186], [-0.8304, -0.3136, -3.8723], [0.7422, 0.0398, -3.7992], [1.2830, 0.8768, -2.6889], [0.9480, 2.1672, -2.4184], [0.5540, 3.0710, -3.5162], [-0.7241, 2.6599, -4.3235], [0.8739, 2.6199, 2.1946], [-2.3290, 2.6076, -2.8212], [-2.7166, 0.2748, -2.8342], [-1.1765, -0.4740, -4.9030], [-1.0063, -1.2792, -3.3532], [1.2347, -0.9431, -3.8273], [0.9483, 0.5337, -4.7377], [2.1311, 0.4707, -2.1155], [1.3732, 2.7017, -1.5266], [1.3626, 3.1633, -4.2373], [0.3976, 4.0713, -3.1047], [-1.1921, 3.6023, -4.6579], [-0.4781, 2.0096, -5.1663], [-0.0729, 2.7444, 2.7758], [1.6613, 3.3965, 2.3843], [1.2918, 1.6068, 2.3909], [1.5605, -0.3990, 1.2121], [-1.7883, -1.4296, 1.2481], [3.0677, 0.6545, 0.2401], [2.7019, -1.5896, 1.4927], [-2.4082, 0.1619, 0.7594], [-3.2545, -2.3351, 1.1790], [0.7508, -1.1436, -0.3043], [-0.6498, -1.8395, -0.1848], [3.2297, 1.9936, 0.4748], [4.1982, 2.5310, -0.3640], [4.7147, 1.4415, -1.0992], [4.0059, 0.3041, -0.7060], [3.6718, -1.2595, 2.4528], [4.3615, -2.4150, 2.7529], [3.8911, -3.4512, 1.8793], [2.9285, -2.8944, 1.0612], [-2.4357, 1.4224, 1.3724], [-2.9724, 2.3679, 0.4250], [-3.2722, 1.6259, -0.7573], [-2.9359, 0.3277, -0.5044], [-4.4713, -2.3592, 0.4944], [-5.3842, -3.0775, 1.2697], [-4.6963, -3.5594, 2.4166], [-3.3925, -3.1333, 2.3484], [1.5057, -1.8271, -0.7378], [0.6728, -0.3276, -1.0176], [-1.1613, -1.7214, -1.1698], [-0.4824, -2.9364, -0.0482], [2.6989, 2.4300, 1.2959], [4.4707, 3.5629, -0.3796], [5.4964, 1.4479, -1.8280], [4.0819, -0.7156, -1.0675], [3.7170, -0.2675, 2.8709], [5.0469, -2.5057, 3.5659], [4.1635, -4.4800, 1.9122], [2.3665, -3.2984, 0.2030], [-2.2645, 1.5320, 2.4261], [-3.1236, 3.4167, 0.5258], [-3.6601, 2.0223, -1.7230], [-2.9895, -0.5451, -1.1486], [-4.5704, -1.9105, -0.4790], [-6.4483, -3.2333, 1.0867], [-5.0918, -4.1445, 3.2353], [-2.5587, -3.2544, 3.0292], [-0.7821, -1.1160, 5.0063], [-0.2915, -0.5296, 3.7015], [-0.8829, 0.4959, 3.3119], [0.7170, -1.0960, 3.1228], [-1.1176, -0.3470, 5.6772], [0.0893, -1.6566, 5.3771], [-1.6510, -1.7596, 4.8072]], "forces_ev_per_a": [[-0.985, 0.437, 1.927], [-0.460, 0.009, -0.913], [-0.284, 0.212, -0.959], [0.146, -0.337, 1.044], [-1.138, -0.833, -0.724], [0.211, 0.855, 1.082], [2.285, -1.169, -0.788], [-1.499, 1.047, -0.588], [0.340, 0.367, 1.348], [-0.656, -0.249, -0.522], [-0.231, 0.365, -0.103], [0.809, 0.050, 0.143], [0.556, -0.002, 0.048], [0.342, 0.320, -0.403], [0.116, 0.457, -0.008], [0.365, 0.098, -0.362], [-0.860, -0.147, 0.009], [0.751, -0.643, -1.279], [0.398, -0.009, 0.171], [-0.081, 0.071, -0.077], [0.162, -0.638, -0.205], [-0.103, 0.289, 0.075], [1.057, -0.016, -0.139], [-1.066, -0.370, -0.241], [-0.502, 1.005, 0.321], [1.265, -2.105, -0.588], [-0.364, 0.240, 0.683], [-1.138, 0.484, 0.446], [1.199, 0.956, 0.069], [-0.081, 1.053, -0.987], [1.032, -0.673, 0.394], [-0.880, 0.105, 0.447], [-0.386, -0.713, -0.919], [-0.582, -1.533, 0.477], [1.455, -1.292, -1.561], [-0.158, 2.185, 0.592], [-1.299, -0.672, 0.848], [-0.034, -1.736, 0.381], [-0.867, 0.754, -0.409], [-0.780, 1.200, -0.311], [-0.398, -0.749, 0.235], [-0.596, 0.930, -1.191], [0.764, -2.420, 0.420], [-0.487, 0.326, -0.328], [-0.024, -0.455, -0.106], [-0.717, -0.588, 0.946], [0.668, 0.612, -0.737], [0.985, 0.130, 0.198], [-1.083, 0.345, -0.388], [-0.418, 0.303, 0.297], [-0.192, 0.151, 0.140], [0.451, -0.157, 0.598], [-0.193, 0.725, -0.001], [0.122, 0.264, -0.154], [0.338, 0.317, -0.125], [0.281, 0.077, -0.221], [0.107, 0.097, 0.132], [-0.033, -0.039, 0.170], [0.503, -0.099, 0.075], [0.352, -0.393, -0.253], [0.371, 0.028, 0.939], [0.101, 0.058, -0.062], [-0.223, 0.507, 0.527], [0.172, -0.490, 1.304], [-0.084, 0.392, 0.257], [-0.158, 0.094, 0.140], [0.532, 0.077, -0.239], [-0.078, 0.021, -0.209], [-0.220, 0.021, -0.157], [1.027, -1.200, -0.631], [-2.131, 2.762, 0.447], [1.661, -1.397, -0.077], [0.517, 0.290, -1.061], [0.126, 0.492, 0.091], [-0.549, -0.373, 0.632], [0.451, -0.082, -0.025]], "mulliken_charge": [1.12, -0.63, 0.05, -1.65, -1.19, 0.78, 0.05, -1.54, -1.00, -1.22, 0.41, 1.35, 0.50, 0.33, 0.46, 0.56, -0.37, 0.81, 0.34, 0.34, 0.42, 0.32, 0.43, 0.53, 0.33, 0.73, -0.31, 0.60, 0.73, 0.43, 0.46, 1.54, -1.09, -0.46, -0.69, -0.63, -0.53, -0.62, -0.67, -0.77, -0.39, -0.91, -1.40, -0.69, -0.33, -0.16, -0.66, -0.66, -0.38, 0.91, -2.49, 0.28, 0.47, 0.35, 0.56, 0.53, 0.55, 0.43, 0.49, 0.49, 0.45, 0.96, 0.63, 0.90, 0.62, 0.42, 0.42, 0.43, 0.39, -1.07, 0.65, -0.45, -0.49, 0.35, 0.37, 0.17]}